# 1
{"formula": "C4H5NO", "method": "the ωB97M-V functional and the def2-TZVPD basis", "species": ["C", "C", "C", "C", "N", "O", "H", "H", "H", "H", "H"], "xyz": [[0.311, 1.732, -0.154], [0.061, 0.311, 0.338], [-0.142, -0.725, -0.596], [-0.344, -1.910, 0.122], [-0.361, -2.118, 1.360], [0.031, 0.029, 1.567], [1.296, 2.080, 0.172], [0.267, 1.788, -1.247], [-0.434, 2.418, 0.261], [-0.142, -0.635, -1.671], [-0.543, -2.969, -0.152]], "homo_lumo_gap_ha": [0.283, 0.283], "e_lumo_ev": [-1.21, -1.21], "e_above_lowest_kcal_mol": 79.5, "multiplicity": 1, "charge": 0}

***

# 2
{"formula": "C4H12NO", "method": "the ωB97M-V functional and the def2-TZVPD basis", "species": ["C", "C", "C", "C", "O", "N", "H", "H", "H", "H", "H", "H", "H", "H", "H", "H", "H", "H"], "xyz": [[-0.152, 2.072, 0.643], [-0.067, 0.653, 0.191], [-0.504, -0.443, 0.927], [-1.604, -0.335, 1.944], [0.134, -1.763, -1.260], [1.855, -0.534, -2.429], [0.763, 2.345, 1.181], [-0.179, 2.718, -0.248], [-1.008, 2.283, 1.270], [0.555, 0.260, -0.632], [-0.016, -1.413, 0.724], [-2.106, -1.301, 2.134], [-1.056, -0.135, 2.889], [-2.415, 0.338, 1.669], [0.223, -2.692, -1.527], [1.623, -0.166, -3.343], [1.116, -1.163, -1.862], [2.838, -0.724, -2.272]], "homo_lumo_gap_ha": 0.174, "e_lumo_ev": -8.87, "e_above_lowest_kcal_mol": 177.9, "multiplicity": 1, "charge": 1}

***

# 3
{"formula": "C3H7N3O2", "method": "the ωB97M-V functional and the def2-TZVPD basis", "species": ["C", "C", "C", "H", "H", "H", "H", "H", "H", "H", "N", "N", "N", "O", "O"], "xyz": [[0.518, 2.283, 0.594], [-1.419, -0.537, 0.195], [-1.332, -2.039, -0.072], [1.566, 0.595, -1.282], [3.096, 1.343, -0.850], [0.267, 3.310, 0.985], [-2.394, -0.067, 0.321], [-2.184, -2.252, -0.787], [-1.539, -2.531, 0.978], [0.502, -2.347, 0.173], [2.188, 0.976, -0.399], [1.745, 2.111, 0.276], [-0.323, 0.079, 0.130], [-0.591, 1.468, 0.388], [-0.099, -2.390, -0.649]], "homo_lumo_gap_ha": 0.340, "e_lumo_ev": 0.81, "e_above_lowest_kcal_mol": 136.4, "multiplicity": 1, "charge": 0}

***

# 4
{"formula": "C5H12ClNO", "method": "the ωB97M-V functional and the def2-TZVPD basis", "species": ["Cl", "C", "C", "C", "C", "N", "C", "H", "H", "H", "H", "H", "H", "H", "H", "H", "H", "H", "O", "H"], "xyz": [[2.670, -1.089, 1.306], [1.550, -1.038, -0.106], [1.592, 0.403, -0.647], [0.702, 1.280, 0.249], [-0.748, 0.873, 0.075], [-0.939, -0.595, -0.115], [0.162, -1.452, 0.407], [1.893, -1.753, -0.844], [2.613, 0.764, -0.628], [1.196, 0.416, -1.665], [1.066, 1.204, 1.271], [0.812, 2.304, -0.093], [-1.361, 1.240, 0.891], [-1.143, 1.346, -0.819], [-1.152, -0.813, -1.088], [-1.789, -0.841, 0.402], [-0.039, -2.460, 0.047], [0.094, -1.506, 1.487], [-3.840, 1.244, -0.218], [-3.338, 0.474, 0.088]], "homo_lumo_gap_ha": 0.208, "e_lumo_ev": -0.44, "e_above_lowest_kcal_mol": 95.2, "multiplicity": 1, "charge": 0}

***

# 5
{"formula": "C23H26Cl2NO6", "method": "the ωB97M-V functional and the def2-TZVPD basis", "species": ["C", "C", "C", "C", "C", "Cl", "C", "C", "O", "Cl", "C", "C", "C", "C", "N", "O", "H", "H", "H", "H", "H", "H", "H", "H", "H", "H", "H", "H", "H", "H", "H", "H", "H", "H", "C", "C", "C", "O", "C", "C", "C", "O", "H", "H", "H", "H", "C", "C", "C", "O", "C", "C", "C", "O", "H", "H", "H", "H"], "xyz": [[-3.128, 3.475, -1.249], [-2.318, 2.365, -1.884], [-2.860, 2.208, -3.309], [-0.843, 2.692, -1.973], [-0.095, 2.698, -0.636], [1.455, 1.835, -0.785], [0.226, 4.167, -0.318], [0.789, 4.370, 1.057], [1.927, 4.062, 1.453], [-0.366, 5.167, 2.184], [-0.958, 2.132, 0.489], [-1.829, 0.918, 0.163], [-1.025, -0.362, 0.249], [-2.906, 0.839, 1.237], [-2.520, 1.066, -1.170], [-2.326, 0.063, -1.957], [-2.911, 4.384, -1.780], [-4.178, 3.254, -1.310], [-2.872, 3.655, -0.217], [-2.163, 1.716, -3.958], [-3.103, 3.185, -3.689], [-3.772, 1.641, -3.265], [-0.768, 3.676, -2.406], [-0.382, 2.020, -2.674], [-0.707, 4.697, -0.381], [0.907, 4.572, -1.047], [-1.561, 2.922, 0.894], [-0.318, 1.811, 1.293], [-0.213, -0.412, -0.453], [-0.613, -0.389, 1.244], [-1.666, -1.215, 0.163], [-2.492, 0.563, 2.190], [-3.660, 0.136, 0.934], [-3.401, 1.795, 1.317], [-0.574, -3.771, 3.172], [0.450, -4.613, 3.239], [0.772, -5.523, 2.113], [1.709, -6.290, 2.168], [-0.098, -5.462, 0.910], [-1.125, -4.620, 0.845], [-1.439, -3.704, 1.970], [-2.361, -2.921, 1.903], [-0.822, -3.091, 3.977], [1.101, -4.672, 4.102], [0.155, -6.136, 0.102], [-1.770, -4.553, -0.022], [3.963, -0.670, 0.400], [4.935, -0.315, -0.435], [5.607, -1.313, -1.305], [6.494, -0.992, -2.063], [5.149, -2.723, -1.210], [4.174, -3.078, -0.378], [3.504, -2.078, 0.491], [2.610, -2.398, 1.244], [3.459, 0.042, 1.042], [5.282, 0.707, -0.522], [5.652, -3.433, -1.853], [3.825, -4.099, -0.293]], "homo_lumo_gap_ha": [0.264, 0.301], "e_lumo_ev": [-1.44, -1.44], "multiplicity": 2, "charge": 0}

***

# 6
{"formula": "C3H4N2O", "method": "the ωB97M-V functional and the def2-TZVPD basis", "species": ["N", "C", "O", "C", "C", "N", "H", "H", "H", "H"], "xyz": [[-0.766, 0.659, -0.531], [-0.774, -0.347, 0.617], [-1.574, -0.358, 1.497], [0.597, -0.888, 0.387], [1.030, 0.546, -0.257], [1.801, 1.374, -0.587], [-1.083, 1.608, -0.371], [-0.921, 0.366, -1.491], [1.067, -1.430, 1.234], [0.623, -1.529, -0.499]], "homo_lumo_gap_ha": 0.331, "e_lumo_ev": 0.37, "e_above_lowest_kcal_mol": 75.4, "multiplicity": 1, "charge": 0}

***

# 7
{"formula": "C16H14BeBrClN2O2", "method": "the ωB97M-V functional and the def2-TZVPD basis", "species": ["Be", "O", "C", "C", "C", "C", "C", "C", "C", "O", "N", "N", "C", "C", "Br", "C", "C", "C", "C", "C", "C", "C", "H", "H", "H", "H", "H", "H", "H", "H", "H", "H", "H", "H", "H", "H", "Cl"], "xyz": [[-0.419, -0.082, 0.208], [-1.869, 1.314, -1.143], [-2.910, 1.915, -0.488], [-3.621, 2.961, -1.047], [-4.669, 3.539, -0.339], [-4.994, 3.082, 0.926], [-4.259, 2.039, 1.477], [-3.218, 1.435, 0.790], [-2.406, 0.329, 1.430], [-1.066, 0.586, 1.377], [-2.658, -0.994, 0.749], [-1.675, -1.246, -0.169], [-1.817, -2.163, -1.039], [-0.760, -2.405, -2.041], [-0.796, -1.192, -3.501], [0.087, -3.420, -1.965], [1.196, -3.739, -2.886], [2.141, -2.767, -3.205], [3.196, -3.081, -4.049], [3.312, -4.359, -4.577], [2.379, -5.333, -4.252], [1.328, -5.026, -3.400], [-1.768, 1.678, -2.029], [-3.356, 3.331, -2.031], [-5.220, 4.358, -0.782], [-5.801, 3.536, 1.483], [-4.493, 1.688, 2.476], [-2.753, 0.189, 2.458], [-3.588, -1.074, 0.354], [-2.727, -2.760, -1.066], [-0.041, -4.076, -1.106], [2.050, -1.777, -2.779], [3.931, -2.325, -4.291], [4.136, -4.600, -5.236], [2.470, -6.332, -4.658], [0.601, -5.786, -3.140], [1.271, -0.040, -0.617]], "homo_lumo_gap_ha": 0.330, "e_lumo_ev": 0.05, "multiplicity": 1, "charge": 0}

***

# 8
{"formula": "C32H27IN3O3PS2V", "method": "the ωB97M-V functional and the def2-TZVPD basis", "species": ["V", "O", "C", "O", "C", "C", "C", "C", "C", "C", "C", "C", "C", "N", "H", "H", "H", "H", "H", "H", "S", "C", "N", "C", "C", "C", "C", "C", "C", "S", "H", "H", "H", "H", "C", "P", "C", "C", "C", "C", "C", "C", "C", "C", "C", "C", "C", "C", "H", "H", "H", "H", "H", "H", "H", "H", "H", "H", "H", "H", "H", "N", "C", "O", "C", "I", "H", "H", "H", "H"], "xyz": [[0.012, -0.111, -0.217], [2.127, -0.559, 3.019], [1.898, -0.475, 1.861], [0.617, -0.445, 1.359], [2.846, -0.417, 0.717], [4.216, -0.351, 0.957], [5.046, -0.287, -0.130], [4.503, -0.371, -1.424], [5.330, -0.372, -2.574], [4.789, -0.535, -3.813], [3.398, -0.737, -3.954], [2.568, -0.722, -2.870], [3.092, -0.496, -1.576], [2.273, -0.445, -0.480], [4.574, -0.333, 1.977], [6.118, -0.201, -0.007], [6.399, -0.260, -2.444], [5.421, -0.542, -4.690], [2.987, -0.921, -4.938], [1.519, -0.934, -2.982], [-0.309, 0.703, -2.415], [-1.881, 0.478, -1.734], [-1.932, 0.181, -0.448], [-3.232, 0.038, 0.026], [-3.619, -0.220, 1.337], [-4.971, -0.294, 1.605], [-5.922, -0.115, 0.596], [-5.545, 0.153, -0.706], [-4.184, 0.228, -0.981], [-3.406, 0.581, -2.507], [-2.877, -0.340, 2.115], [-5.304, -0.490, 2.615], [-6.974, -0.180, 0.839], [-6.283, 0.301, -1.482], [-0.446, 3.493, -0.714], [0.066, 2.255, 0.498], [1.769, 2.680, 0.927], [2.687, 2.802, -0.122], [4.010, 3.107, 0.147], [4.429, 3.278, 1.463], [3.524, 3.146, 2.504], [2.193, 2.850, 2.242], [-1.028, 2.474, 1.925], [-0.886, 1.702, 3.085], [-1.745, 1.889, 4.157], [-2.762, 2.830, 4.082], [-2.911, 3.597, 2.937], [-2.047, 3.426, 1.866], [-0.340, 4.487, -0.277], [-1.480, 3.328, -1.018], [0.189, 3.420, -1.593], [2.371, 2.669, -1.151], [4.712, 3.224, -0.668], [5.461, 3.525, 1.673], [3.847, 3.289, 3.527], [1.490, 2.776, 3.062], [-0.103, 0.972, 3.178], [-1.612, 1.299, 5.054], [-3.430, 2.974, 4.921], [-3.695, 4.339, 2.877], [-2.184, 4.045, 0.990], [-0.663, -4.165, -1.521], [-0.246, -3.230, -0.685], [-0.303, -2.025, -1.020], [0.278, -3.674, 0.646], [-1.277, -3.460, 2.090], [-1.053, -3.898, -2.412], [-0.636, -5.142, -1.279], [1.107, -3.044, 0.949], [0.583, -4.715, 0.651]], "homo_lumo_gap_ha": [0.236, 0.260], "e_lumo_ev": [-7.45, -6.86], "e_above_lowest_kcal_mol": 4.4, "multiplicity": 2, "charge": 2}